(1)
{"formula": "C5H7N3O", "method": "the ωB97M-V functional and the def2-TZVPD basis", "homo_lumo_gap_ev": 10.01, "homo_ev": -9.4365, "smiles": "[H]/N=C1\\NCC(=O)[C@]12CN2", "lumo_ev": 0.572, "symbols": ["H", "N", "C", "N", "C", "C", "O", "C", "C", "N", "H", "H", "H", "H", "H", "H"], "positions_angstrom": [[-2.0135, 1.9984, 0.3214], [-1.8549, 0.9797, -0.0070], [-0.6195, 0.7220, 0.0053], [0.5525, 1.6201, 0.1184], [1.7230, 0.8612, 0.0951], [1.3481, -0.5667, 0.1383], [2.1628, -1.4335, -0.0282], [-0.1749, -0.6832, 0.0342], [-1.0362, -1.6645, -0.5839], [-0.9266, -1.7066, 0.8927], [0.2303, 2.6317, -0.3191], [2.4016, 0.9643, -0.6659], [2.3999, 0.8327, 0.9729], [-0.6086, -2.4775, -1.1867], [-1.8846, -0.9900, -1.0445], [-1.6995, -1.0883, 1.2569]], "forces_ev_per_a": [[0.1, -1.8, -1.2], [-0.4, 2.8, 1.3], [1.5, 1.1, 0.9], [-5.8, 2.2, -1.2], [1.2, -0.5, 2.5], [-1.3, -1.8, -2.5], [-0.1, -0.4, 0.7], [2.4, 0.3, 1.6], [-1.6, 0.8, -1.4], [-0.7, 2.1, -1.2], [2.2, -3.5, 1.5], [1.3, 0.6, -2.4], [-0.4, 1.2, 0.3], [-0.3, 0.2, 0.6], [1.1, -2.2, 0.8], [0.6, -1.1, -0.3]], "mulliken_charge": [0.238, -0.682, -0.034, -0.273, -0.440, 0.282, -0.570, 1.299, -0.949, -0.714, 0.341, 0.309, 0.240, 0.296, 0.308, 0.349]}

=====

(2)
{"formula": "C37H31Cl3N5O3ReSeSi", "method": "the ωB97M-V functional and the def2-TZVPD basis", "homo_lumo_gap_ev": [7.10, 7.27], "homo_ev": [-5.2597, -5.6560], "lumo_ev": [1.838, 1.610], "charge": -1, "multiplicity": 4, "symbols": ["Re", "Cl", "C", "C", "C", "C", "O", "C", "C", "N", "C", "C", "C", "C", "C", "C", "C", "C", "N", "C", "C", "H", "H", "H", "H", "H", "H", "H", "H", "H", "H", "Cl", "C", "Cl", "C", "O", "O", "H", "N", "C", "N", "C", "N", "C", "C", "C", "C", "C", "C", "C", "C", "C", "C", "C", "C", "C", "C", "H", "H", "H", "H", "H", "H", "H", "H", "H", "H", "H", "C", "Si", "C", "C", "Se", "H", "H", "H", "H", "H", "H", "H", "H", "H"], "positions_angstrom": [[-0.4481, -0.1310, 0.2177], [1.8785, -1.0494, 7.1885], [1.3858, -0.9339, 5.5342], [0.6716, -2.0591, 5.1224], [0.1029, -2.0188, 3.8798], [0.3823, -1.0331, 2.9749], [0.0260, -1.2390, 1.7807], [1.1322, 0.0942, 3.4134], [1.4359, 1.2132, 2.5479], [1.0310, 1.3472, 1.3205], [1.6592, 2.4512, 0.6063], [0.9417, 3.3628, -0.1079], [1.6261, 4.2833, -0.9235], [2.9552, 4.5348, -0.8355], [3.7182, 3.6375, -0.0335], [5.1510, 3.6785, 0.0890], [5.8794, 2.6457, 0.7190], [5.1351, 1.6004, 1.2934], [3.8177, 1.5843, 1.2704], [3.0852, 2.5622, 0.6040], [1.6137, 0.1543, 4.6927], [0.5651, -2.8818, 5.8239], [-0.5467, -2.8123, 3.5847], [2.1781, 1.9040, 2.9189], [-0.1319, 3.2596, -0.2229], [1.0932, 4.8905, -1.5963], [3.3584, 5.3706, -1.3630], [5.6387, 4.5108, -0.3693], [7.0078, 2.5656, 0.5937], [5.6239, 0.7365, 1.8244], [2.2529, 0.9270, 5.0961], [-2.6428, 1.2567, 4.3220], [-3.3512, 2.0561, 2.8311], [-4.9542, 1.3589, 2.3784], [-2.3765, 1.8090, 1.6285], [-2.1831, 2.7314, 0.8361], [-1.9303, 0.6180, 1.5921], [-3.5212, 3.1485, 3.0747], [-0.8643, 1.1964, -1.1927], [-1.1803, 1.8779, -2.1047], [-1.5170, 2.7089, -2.9968], [-2.7115, 3.3186, -3.1377], [-3.6839, 3.9462, -3.2536], [-0.9251, -5.5950, 2.7586], [-0.0013, -4.9348, 1.9171], [-0.4127, -4.0357, 0.9597], [-1.7737, -3.6944, 0.8266], [-2.7119, -4.3839, 1.6407], [-2.3061, -5.2893, 2.6427], [-2.3405, -2.6790, -0.0620], [-2.0223, -1.4196, -0.4029], [-2.8845, -0.8461, -1.4385], [-2.7594, -1.1356, -2.8212], [-3.6116, -0.6480, -3.8045], [-4.5984, 0.2373, -3.4540], [-4.7676, 0.5586, -2.1200], [-3.9220, 0.0142, -1.1653], [-0.5177, -6.2125, 3.5136], [1.0290, -5.1987, 1.9712], [0.4037, -3.5726, 0.3616], [-3.8055, -4.0733, 1.4821], [-3.0741, -5.8310, 3.1348], [-3.2759, -3.0839, -0.5303], [-1.9957, -1.8719, -3.2037], [-3.4554, -0.9074, -4.8594], [-5.1761, 0.7549, -4.2340], [-5.5390, 1.2850, -1.8993], [-4.1188, 0.3549, -0.1282], [2.7479, 0.9695, -3.4891], [1.6363, -0.6008, -3.2636], [2.6141, -2.0926, -4.0217], [0.0716, -0.3322, -4.2581], [1.5771, -1.0167, -0.9596], [2.1687, 1.7872, -3.1242], [2.9903, 1.1223, -4.5438], [3.6626, 0.9223, -2.9514], [2.6384, -1.9288, -5.1248], [2.1964, -3.1010, -3.8602], [3.6707, -2.0208, -3.6201], [-0.4822, -1.2243, -4.4241], [0.3438, 0.1667, -5.2237], [-0.5767, 0.3743, -3.8425]], "forces_ev_per_a": [[-0.1, 0.2, 1.3], [0.7, 0.6, 0.5], [-0.1, -0.3, -0.2], [0.0, 1.0, 0.0], [-0.2, -1.6, 1.3], [1.0, 1.3, 1.1], [-0.9, -0.3, -2.4], [-0.6, 0.6, -1.4], [-0.1, -0.9, -1.3], [0.2, 0.9, 0.1], [-0.2, -0.7, 0.6], [-0.2, -0.8, -0.9], [0.1, 0.5, 0.6], [0.0, -1.1, 0.8], [1.4, 0.2, 0.0], [0.0, -1.5, 0.6], [0.4, 1.2, -1.6], [-0.7, -0.5, 0.4], [0.0, 0.4, -0.3], [0.9, -1.3, 1.1], [0.5, -1.4, 2.3], [-0.2, 0.1, -0.3], [-0.2, -0.5, -0.4], [-0.1, 0.3, 0.3], [0.1, 0.1, 0.4], [-1.0, 0.6, -0.6], [0.6, 0.2, -0.3], [0.5, 0.3, -0.3], [-1.6, 0.4, 0.5], [-0.5, 1.0, -0.7], [-0.2, 0.4, -0.3], [-0.7, 0.6, -0.7], [0.2, 0.4, 0.4], [0.5, 0.2, 0.4], [-0.3, 1.1, -0.5], [-0.2, -0.6, 1.0], [0.6, -0.3, -0.5], [0.4, -1.5, -0.4], [0.0, 0.5, -1.8], [-0.9, 0.2, 1.3], [-0.5, 0.2, -0.5], [0.5, -0.2, 0.7], [0.7, -0.6, -0.2], [-0.7, 1.7, -1.0], [-1.5, -0.9, 0.5], [0.3, 0.8, -0.6], [0.2, -0.5, 1.2], [-0.4, 0.7, -0.1], [1.3, 0.4, -1.8], [-0.9, -0.3, -0.9], [1.2, -0.5, 0.0], [-0.8, 0.2, -2.2], [1.0, -1.8, -0.3], [0.7, -0.1, -0.1], [-0.6, 0.8, -0.5], [0.1, 0.1, -0.7], [-1.1, 1.3, 1.9], [0.0, -0.9, 0.7], [0.7, 0.0, 0.2], [-1.1, -0.1, 0.2], [1.7, -0.8, 0.5], [-0.3, -0.3, 0.9], [0.7, 0.5, 0.3], [-0.7, 0.8, 0.9], [0.0, 0.0, 0.5], [0.1, -0.4, 0.5], [0.1, 0.0, 0.5], [0.4, -0.5, -0.6], [-1.0, -1.4, -0.7], [1.1, -0.1, 0.1], [0.4, 0.7, 0.0], [1.5, 0.5, -1.0], [-0.3, -0.1, -0.7], [-0.4, 0.9, 0.2], [-0.1, 0.1, 0.0], [0.8, -0.2, 0.7], [0.1, -0.1, 0.6], [0.2, 0.5, 0.2], [-1.1, -0.3, -0.5], [-0.3, -0.7, -0.3], [0.1, -0.7, 0.5], [-1.1, 0.9, 0.9]], "lowdin_spin": [2.373, 0.003, 0.012, 0.000, 0.009, 0.009, 0.106, 0.012, 0.007, 0.012, 0.002, 0.001, 0.000, 0.001, 0.000, 0.000, 0.000, 0.000, 0.001, 0.001, 0.000, 0.000, 0.001, 0.000, 0.000, 0.000, 0.000, 0.000, 0.000, 0.000, 0.000, 0.001, -0.002, 0.001, 0.007, 0.009, 0.028, 0.000, 0.024, 0.085, 0.065, 0.009, 0.017, 0.009, -0.001, 0.008, 0.005, 0.010, -0.001, 0.068, -0.023, 0.001, -0.002, 0.001, -0.001, 0.001, -0.002, 0.001, 0.000, 0.001, 0.000, 0.000, 0.001, 0.000, 0.000, 0.000, 0.000, 0.000, 0.006, 0.022, 0.003, 0.002, 0.095, 0.000, 0.001, 0.000, 0.000, 0.000, 0.000, 0.000, 0.000, 0.000]}

=====

How do the records compare in DFT total energy? In the order shown, they have -11813.358, -165390.177 eV.